Computed, not measured: a cluster of 18 separate species, C40H126N10O18 in total in a non-equilibrium geometry, with ωB97M-V with the def2-TZVPD basis set.

Structure (XYZ):
```
194
Properties=species:S:1:pos:R:3:forces:R:3
O 17.267 -13.454 16.962 -0.2387 0.1866 -0.4310
H 17.399 -12.897 16.155 -0.1059 -0.1085 0.4676
H 16.484 -13.985 16.778 0.0570 0.0159 0.0731
O 15.277 -8.138 21.242 0.1433 -0.4027 -0.5442
H 15.085 -7.312 20.758 0.1478 0.2091 0.1767
H 15.400 -8.788 20.519 -0.0594 0.1465 0.4437
O 19.345 -12.741 25.572 0.2390 -0.1001 -0.1101
H 19.000 -12.517 24.699 -0.2584 0.1511 0.2063
H 19.488 -11.890 25.996 -0.0918 -0.0254 -0.0340
O 19.480 -9.624 21.774 0.0882 0.3766 0.0272
H 19.347 -9.086 20.949 -0.2801 0.0891 0.2280
H 19.726 -8.981 22.448 0.1800 -0.0512 -0.1021
O 20.210 -12.127 21.010 -0.1275 0.2304 0.4857
H 20.644 -12.656 21.690 -0.0580 -0.0236 -0.1081
H 19.844 -11.348 21.480 0.4660 -0.1574 -0.3234
O 16.432 -15.600 20.336 -0.2670 0.4135 -0.1636
H 16.926 -15.827 19.541 0.1472 0.0858 0.1575
H 16.658 -14.645 20.526 0.2069 -0.7397 0.0751
O 17.760 -11.014 23.620 0.2235 -0.2559 0.0662
H 18.475 -10.610 23.102 -0.5409 0.0680 -0.0353
H 17.206 -10.272 23.919 0.2153 0.0034 -0.1256
O 16.812 -8.283 23.764 -0.0274 -0.2361 -0.4366
H 16.471 -8.360 22.847 -0.2272 0.2590 0.2494
H 17.722 -7.995 23.649 -0.0122 0.1054 0.0755
C 10.397 -13.784 15.772 0.3208 0.5172 1.5568
C 10.664 -12.431 16.454 -0.3024 0.1458 -0.8271
C 12.018 -12.419 17.129 0.2689 1.2784 0.3644
O 12.039 -13.220 18.291 0.4873 -0.3406 -0.5870
C 12.930 -14.323 18.259 -0.7979 -0.5225 0.2691
N 10.627 -11.372 15.406 -0.0906 -0.1285 0.6143
H 9.353 -13.839 15.474 0.1653 -0.1038 -0.6175
H 10.544 -14.558 16.530 -0.0670 -0.1039 -0.0867
H 11.168 -13.909 15.016 -0.4298 -0.1316 -0.4701
H 9.870 -12.177 17.165 0.2230 -0.4998 0.4092
H 12.286 -11.409 17.484 -0.5087 0.1477 -0.0799
H 12.813 -12.569 16.386 -0.0417 -0.8568 0.0881
H 13.955 -14.055 17.997 0.0323 0.1271 0.0787
H 12.555 -15.106 17.589 0.1967 0.1269 -0.2662
H 12.876 -14.770 19.253 0.3751 0.1717 0.0466
H 10.772 -10.484 15.887 -0.0157 -0.1539 -0.1176
H 9.649 -11.332 15.127 0.1424 0.0557 -0.3545
C 13.543 -6.829 18.030 0.3284 0.1673 -0.0307
C 14.922 -6.217 18.181 0.6035 1.2993 -0.5408
C 15.044 -5.096 17.132 -0.4699 0.2632 -0.2377
O 16.258 -4.380 17.232 0.0256 -0.3431 0.3271
C 16.308 -3.288 16.344 0.8786 -0.2385 -0.3528
N 15.214 -5.708 19.520 0.2781 -0.0002 0.5683
H 12.823 -6.012 18.103 -0.2508 -0.1948 -0.0003
H 13.313 -7.583 18.781 0.1081 0.0028 0.0646
H 13.489 -7.264 17.031 -0.2852 -0.0107 0.0138
H 15.726 -6.905 17.914 -0.1158 -0.4180 0.2791
H 14.237 -4.357 17.249 -0.2484 -0.1933 0.1746
H 14.909 -5.530 16.132 0.1717 -0.0019 -0.0938
H 17.257 -2.779 16.514 -0.0796 0.1016 0.2283
H 15.491 -2.576 16.462 -0.1968 -0.1049 0.0783
H 16.372 -3.647 15.311 -0.3829 0.0504 -0.1186
H 16.178 -5.383 19.551 0.0349 -0.2798 -0.1336
H 14.718 -4.848 19.743 -0.4859 -0.2503 -0.2204
C 15.414 -7.392 13.584 -0.8980 0.3885 0.5842
C 14.217 -7.567 12.666 -0.1510 -0.2628 -0.5390
C 12.923 -7.077 13.345 1.0719 0.6653 0.0400
O 12.771 -7.625 14.633 -0.5894 -0.2137 -0.0477
C 12.313 -8.966 14.708 0.6816 0.3532 0.7598
N 14.394 -6.821 11.412 0.0149 -0.1638 0.2282
H 15.164 -7.982 14.469 0.5070 -0.0803 0.0954
H 15.427 -6.350 13.915 0.2726 0.0551 -0.0932
H 16.386 -7.662 13.177 -0.1097 -0.1300 -0.1610
H 14.119 -8.643 12.459 -0.1323 -0.0302 0.0453
H 12.067 -7.151 12.666 -0.2003 -0.5651 0.2186
H 13.032 -6.004 13.528 0.1142 0.0145 -0.1058
H 12.399 -9.224 15.767 -0.1483 0.0663 0.0405
H 13.001 -9.660 14.219 -0.3783 -0.0299 -0.4609
H 11.267 -9.072 14.426 0.1256 -0.0339 -0.4503
H 13.578 -6.955 10.824 0.0683 0.0361 -0.0560
H 15.176 -7.242 10.920 -0.0363 0.1895 -0.1408
C 15.999 -14.334 24.439 -0.8426 0.4407 0.2747
C 15.093 -15.549 24.534 0.3826 -0.8368 0.1363
C 14.689 -16.045 23.156 -0.1970 0.6416 0.3449
O 13.710 -17.065 23.286 0.8421 -0.3594 -0.7018
C 13.371 -17.535 21.993 -1.3098 0.4251 0.1286
N 15.816 -16.608 25.272 0.2614 0.2572 -0.1654
H 16.979 -14.552 24.016 -0.0161 -0.0540 -0.0928
H 16.111 -13.905 25.435 0.3098 -0.0751 -0.0171
H 15.479 -13.576 23.847 0.2856 0.0606 -0.1595
H 14.211 -15.293 25.128 -0.1104 0.0381 -0.1772
H 15.597 -16.384 22.643 -0.1490 -0.1920 -0.1552
H 14.261 -15.229 22.550 0.0437 0.0563 0.0095
H 12.664 -18.355 22.113 0.2962 -0.2378 0.0425
H 14.194 -17.791 21.325 0.3470 -0.1410 0.3846
H 12.792 -16.753 21.479 0.1191 0.1127 -0.1080
H 16.750 -16.625 24.867 0.0340 -0.1539 0.2230
H 15.426 -17.526 25.085 -0.2556 0.1191 0.0026
C 15.117 -11.695 21.108 -0.1698 0.0773 0.6041
C 16.237 -12.183 20.198 -0.8648 1.1627 0.3657
C 16.906 -10.963 19.538 0.5647 -0.7787 0.7072
O 15.984 -9.973 19.113 0.0375 0.4418 -0.5872
C 15.275 -10.362 17.956 -0.3104 -0.0911 -0.4710
N 17.159 -12.994 20.971 1.0779 0.1831 0.0106
H 14.684 -12.541 21.648 -0.1477 -0.0316 -0.1578
H 14.327 -11.136 20.609 -0.0141 -0.2854 -0.2554
H 15.472 -11.006 21.882 0.3638 -0.0706 -0.0521
H 15.771 -12.799 19.421 0.2263 -0.1004 -0.0944
H 17.596 -11.300 18.753 -0.6607 -0.0935 -0.1700
H 17.569 -10.451 20.243 -0.2996 -0.1230 0.3504
H 15.972 -10.614 17.151 0.0250 -0.4787 0.1384
H 14.658 -9.570 17.523 0.1363 0.4617 0.5931
H 14.578 -11.171 18.190 0.2251 -0.2909 -0.1841
H 17.209 -12.721 21.950 -0.6321 0.1760 0.0435
H 18.127 -12.810 20.696 -0.2661 -0.4408 -0.2996
C 15.373 -11.261 14.005 -0.0293 0.2668 0.2795
C 16.346 -12.406 13.768 -0.5588 -0.1956 -0.6454
C 16.561 -12.656 12.266 0.3498 -0.0285 0.2116
O 15.381 -12.991 11.578 0.2034 0.2173 0.0568
C 15.042 -14.353 11.655 -0.5950 -0.3601 -0.2337
N 17.596 -12.135 14.477 0.0790 -0.0272 -0.2114
H 15.364 -11.029 15.072 -0.0737 0.0271 -0.0321
H 14.350 -11.476 13.702 0.0803 -0.2753 -0.1066
H 15.663 -10.350 13.473 0.1968 -0.0386 -0.0239
H 15.877 -13.316 14.153 0.2262 -0.0476 0.3270
H 17.311 -13.446 12.124 0.0186 -0.0929 0.0940
H 16.991 -11.756 11.816 -0.2204 0.1053 -0.0980
H 14.705 -14.678 12.645 0.1332 0.1675 0.1248
H 15.842 -15.025 11.326 0.1986 0.1885 0.0179
H 14.199 -14.493 10.978 0.0324 -0.0138 0.0098
H 18.293 -12.856 14.307 -0.0687 -0.0111 -0.1636
H 17.985 -11.274 14.103 0.0890 0.0437 0.2370
C 18.995 -9.535 17.894 0.5195 0.2536 -0.4639
C 19.243 -8.089 18.345 -0.7355 -0.2269 -0.0824
C 18.569 -7.119 17.373 1.4305 -0.0491 -1.1074
O 19.386 -7.012 16.200 0.0333 -0.1142 -0.0698
C 18.769 -6.235 15.199 -0.2244 0.0760 -0.3367
N 18.632 -7.925 19.682 -0.1101 -0.2293 -0.4606
H 17.937 -9.761 17.722 0.1836 0.5569 -0.0488
H 19.336 -10.282 18.613 0.3528 0.2397 -0.0467
H 19.511 -9.686 16.945 0.0572 -0.1319 0.0374
H 20.313 -7.878 18.372 -0.0276 0.0172 0.1237
H 18.525 -6.092 17.754 -0.6981 -0.2264 0.4423
H 17.630 -7.562 17.023 -0.4043 0.4451 0.5008
H 18.971 -5.160 15.238 0.2622 0.0324 0.4732
H 17.680 -6.328 15.245 -0.0699 -0.1717 -0.1129
H 19.123 -6.566 14.224 -0.0040 -0.1854 0.0250
H 18.539 -6.935 19.894 0.0754 -0.0641 0.1447
H 17.678 -8.267 19.536 -0.0619 0.1115 0.5214
C 10.837 -15.369 24.176 -0.2570 0.8552 -0.4104
C 10.611 -13.903 23.747 -0.5411 -0.8360 0.1737
C 11.093 -13.591 22.333 -0.0036 -0.4366 0.3995
O 11.141 -12.189 22.229 -0.1366 0.6324 -0.2880
C 11.492 -11.779 20.936 0.8471 -0.5262 -0.9057
N 9.186 -13.610 23.962 -0.0990 0.6940 -0.1661
H 10.494 -16.057 23.399 0.2516 -0.0697 -0.1038
H 10.177 -15.528 25.026 0.3037 -0.1138 0.2452
H 11.885 -15.526 24.417 -0.0649 -0.3698 -0.0259
H 11.147 -13.254 24.442 0.1405 0.0559 -0.0844
H 10.426 -14.039 21.581 -0.2672 0.1730 0.0715
H 12.069 -14.056 22.117 0.2180 0.2683 0.2227
H 11.742 -10.723 20.816 -0.3815 0.1863 0.7451
H 10.764 -12.041 20.162 -0.3236 -0.0387 0.2460
H 12.410 -12.296 20.631 -0.0348 -0.1097 -0.0242
H 8.583 -14.063 23.281 0.2156 -0.2294 -0.0254
H 9.026 -12.616 23.823 0.0136 -0.0530 0.0476
C 20.760 -13.339 17.029 1.0272 -0.5112 -0.4676
C 20.560 -14.428 18.086 -0.8438 1.0094 0.9413
C 21.791 -14.583 18.965 0.4588 0.4983 -0.6142
O 22.852 -14.924 18.060 0.1167 -0.1913 0.4366
C 23.873 -15.646 18.691 0.6098 -0.3209 0.5320
N 19.435 -14.104 18.971 -0.1745 -0.5352 0.1161
H 21.461 -13.757 16.299 0.0752 0.4195 -0.1225
H 21.209 -12.446 17.471 0.0661 -0.0665 0.1044
H 19.878 -13.001 16.489 -0.3525 -0.3851 0.2336
H 20.426 -15.416 17.639 -0.3379 0.1137 -0.1997
H 21.638 -15.293 19.782 -0.0432 -0.5188 -0.4093
H 22.049 -13.651 19.486 -0.0577 0.2224 -0.2250
H 23.538 -16.653 18.967 -0.0833 0.0707 0.1512
H 24.261 -15.137 19.583 -0.2973 0.0169 0.1252
H 24.765 -15.782 18.075 -0.3928 0.2368 -0.5337
H 19.629 -13.281 19.537 0.1837 -0.2265 -0.2811
H 18.585 -13.937 18.441 0.2312 -0.0097 -0.0422
C 9.750 -8.840 23.539 0.3541 -0.1314 0.0828
C 10.418 -9.723 24.595 0.1031 1.5690 0.4350
C 11.924 -9.774 24.414 0.4576 0.1328 -1.5468
O 12.472 -10.744 25.268 -0.1322 0.2925 -0.1938
C 13.832 -11.018 25.049 0.3411 0.0458 0.6869
N 10.030 -9.146 25.904 0.1992 -0.8730 0.3709
H 8.692 -8.763 23.784 -0.0932 -0.1864 -0.3011
H 9.941 -9.202 22.528 -0.2699 -0.0770 -0.0193
H 10.135 -7.818 23.594 0.1587 -0.0352 0.0774
H 10.023 -10.737 24.578 0.0388 -0.0736 -0.1658
H 12.442 -8.800 24.446 -0.3617 0.2782 1.1816
H 12.172 -9.936 23.350 -0.2758 -1.0480 0.0092
H 14.491 -10.159 25.237 -0.2464 0.2673 -0.1337
H 14.051 -11.387 24.044 -0.1994 -0.1683 -0.0422
H 14.090 -11.741 25.823 0.1352 -0.2758 -0.3301
H 10.347 -9.816 26.603 -0.1700 0.1501 0.1204
H 10.564 -8.307 26.109 0.0173 0.0732 -0.2897
```
Forces are in eV/Å.

The electronic energy comes out at -95275.9906 eV. The HOMO energy is -8.44 eV. As for the spin multiplicity: 1. Its total charge is 0. The calculation puts the gap between HOMO and LUMO at 8.485 eV.